{"formula": "C5H10O", "method": "ωB97M-V/def2-TZVPD", "elements": ["O", "C", "C", "C", "C", "C", "H", "H", "H", "H", "H", "H", "H", "H", "H", "H"], "coordinates": [[-0.207, 1.808, -0.389], [-1.127, -0.768, -1.224], [0.357, -0.233, 0.920], [1.706, -0.260, 0.232], [-0.546, 0.953, 0.667], [-0.979, -0.408, 0.230], [0.352, -0.674, 1.910], [0.517, 2.377, -0.101], [2.401, 0.445, 0.712], [-0.172, -0.763, -1.751], [2.168, -1.251, 0.286], [-1.790, -0.082, -1.751], [1.628, 0.033, -0.817], [-1.067, 1.440, 1.494], [-1.544, -1.772, -1.316], [-1.739, -0.847, 0.875]], "nbo_charge": [-0.708, -0.611, -0.250, -0.619, 0.077, -0.234, 0.212, 0.470, 0.206, 0.211, 0.214, 0.218, 0.219, 0.172, 0.211, 0.211], "smiles": "C[C@@H]1[C@H](C)[C@@H]1O", "de_lowest_kj_mol": 113.2, "lumo_ev": 0.9, "homo_lumo_gap_ha": 0.382}